Record 1
Below is a molecular structure, C23H35OPtS at a distorted geometry, with properties calculated with the ωB97M-V functional and the def2-TZVPD basis.

Cartesian coordinates (Å):
Pt -0.01087 0.19080 -0.30532
S 0.44413 1.31498 3.38450
O 1.31713 0.10720 3.25654
C -2.16570 0.68500 -2.60598
C -0.73830 -2.74341 0.05233
C 0.04970 1.47889 5.13944
C 4.13984 -1.99096 0.22293
C 1.67092 -2.34653 0.38515
C -2.70827 0.68519 1.06797
C 2.59614 -1.53622 -1.67470
C -2.65180 0.03478 -1.45549
C -3.74138 -0.96302 -1.42060
C 2.58694 -0.05337 0.33469
C -1.22324 1.81158 -0.79501
C -2.05953 0.64103 -0.27762
C -0.82949 2.82240 -3.14515
C -0.51349 -4.10282 0.11434
C 1.84743 -3.70624 0.60037
C 2.73750 -1.48358 -0.12738
C -2.61727 0.39582 -3.99561
C 0.28501 -1.80439 0.47025
C -1.03631 3.05909 0.00265
C 1.92648 0.94469 -0.44340
C -1.34130 1.76418 -2.25443
C 1.47778 2.75704 3.11633
C 0.76868 -4.58888 0.45216
H -2.80876 -0.67509 -4.14006
H -1.70067 -2.32451 -0.23715
H -3.54676 0.93285 -4.22658
H 4.27883 -2.00557 1.31533
H -0.18031 -1.09547 1.21779
H -0.40244 2.46145 5.31354
H 1.64721 -1.07457 -1.99754
H -0.37559 2.39176 -4.04773
H -1.86367 0.71425 -4.72605
H -0.86215 2.81186 1.05965
H 4.88343 -1.30710 -0.19815
H 0.92478 -5.65627 0.60062
H -3.63683 -1.70968 -2.22278
H -3.57164 1.36962 1.08315
H 3.43445 -1.00187 -2.14464
H 2.60288 -2.58410 -2.00112
H -1.32925 -4.80512 -0.06701
H 2.48688 2.40934 2.87778
H -4.72486 -0.48377 -1.55526
H -0.06775 3.42257 -2.62901
H 3.12725 0.23289 1.24391
H 2.11987 0.99713 -1.52522
H 1.89975 1.93576 0.02018
H -1.63563 3.50010 -3.46847
H -0.16723 3.61438 -0.37408
H 0.97280 1.34553 5.71989
H -1.91865 3.71540 -0.06584
H -1.98191 1.01705 1.82247
H 4.32284 -2.98350 -0.19548
H -3.76757 -1.49108 -0.45706
H 2.83342 -4.11488 0.87659
H 1.47194 3.37313 4.02098
H -3.05876 -0.31730 1.35242
H -0.67406 0.68670 5.37649
H 1.05745 3.32486 2.27946

Properties
LUMO level (spin up / spin down), eV: -2.887 / -5.639
Frontier orbital gap (spin up / spin down), Ha: 0.2091 / 0.2169
Energy relative to the best compared isomer or geometry (same formula, charge and spin), kJ/mol: 142.4
F_max, eV/A: 2.98
Net charge: +1
Multiplicity: 5

Record 2
Below is a molecular structure, C23H36BrIrN6OSSi at a distorted geometry, with properties calculated with the ωB97M-V functional and the def2-TZVPD basis.

Cartesian coordinates (Å):
Ir 0.16354 -0.04503 -0.00148
Br -2.24439 1.56684 0.15659
S -0.19101 -0.91736 2.14573
Si -4.18488 2.86543 0.35104
O -0.93629 -1.65525 -0.52429
N 1.06440 2.03334 -4.25367
N 2.39357 3.30926 1.07190
N 1.31133 1.55020 0.43815
N -1.49800 -2.41098 0.39131
N 0.41445 0.79155 -1.91234
N 2.30727 3.44052 -0.25440
C 0.00476 0.30182 -3.08174
C 0.31529 0.91726 -4.27357
C 1.64341 2.36432 -0.64625
C -5.23576 0.60728 -1.14125
C -2.47277 4.72816 -1.08140
C -4.75376 2.62377 -2.46704
C -2.73300 5.15126 1.32949
C -1.84931 -3.02714 2.66480
C 1.21750 1.93549 -1.92129
C -1.25538 -2.19679 1.70913
C -5.41083 1.03466 2.22117
C -3.63250 2.44369 3.16683
C -4.64604 5.62618 -0.20797
C -2.89598 -4.25277 0.90338
C -5.29209 2.13553 -1.12359
C -2.31499 -3.40440 -0.00688
C -2.65557 -4.06962 2.26793
C -4.80045 2.43671 2.17707
C -6.72814 2.61044 -0.93050
C 1.53139 2.52751 -3.15799
C -3.47411 4.69093 0.07408
C -5.84926 3.46449 2.59688
C 1.80207 2.19255 1.48887
H -1.64664 -2.82563 3.70517
H -1.91756 4.47261 1.57284
H -3.71661 2.32367 -2.60538
H -7.18054 2.17915 -0.04180
H -4.23100 0.25814 -1.36537
H -3.53109 -5.05046 0.55489
H -1.58740 4.13948 -0.85222
H -7.32907 2.29908 -1.78386
H -4.01798 2.25469 4.16743
H -2.89212 4.37884 -2.01749
H -0.03088 0.56147 -5.22923
H -5.42097 4.45698 2.70320
H -3.10970 3.39183 3.19788
H -6.31284 0.95787 1.62205
H 2.15714 3.41019 -3.19678
H -6.79432 3.69315 -0.86520
H 1.73175 1.87730 2.51146
H -5.33261 2.16771 -3.26959
H -5.68747 0.79814 3.24752
H -5.39593 5.58647 0.57774
H -5.89494 0.24115 -1.92724
H -4.68970 0.28649 1.89713
H -5.56531 0.16027 -0.21070
H -3.09364 -4.72888 3.00086
H 2.88741 4.00851 1.61192
H -3.39310 5.25151 2.18557
H -6.26389 3.18421 3.56364
H -2.29628 6.13224 1.14550
H -4.84331 3.69962 -2.58250
H -2.91893 1.65707 2.93418
H -2.15060 5.75696 -1.23654
H -6.67433 3.51595 1.89143
H -0.60771 -0.58589 -3.06273
H -2.45815 -3.47971 -1.07318
H -4.28535 6.65224 -0.26290
H -5.12365 5.39986 -1.15713

Properties
LUMO level (spin up / spin down), eV: -6.546 / -10.144
Frontier orbital gap (spin up / spin down), Ha: 0.1826 / 0.1480
Energy relative to the best compared isomer or geometry (same formula, charge and spin), kJ/mol: 158.3
F_max, eV/A: 2.26
Net charge: +2
Multiplicity: 5

Record 3
Below is 9 unconnected molecules or ions with the total composition C23H36ClN8O3P at a distorted geometry, with properties calculated with the ωB97M-V functional and the def2-TZVPD basis.

Cartesian coordinates (Å):
Cl -0.58542 -3.38490 -1.37453
P -0.29850 0.53688 -0.23967
O -2.48750 -1.57357 -2.07851
O -3.26871 0.28122 -3.11319
O -1.06321 -0.09135 -2.93361
N -0.77997 6.97576 -1.53932
N -0.00548 8.22736 5.01419
N 4.18577 -11.72463 0.92570
N -4.99228 0.76464 1.40932
N 1.74549 -8.99379 0.22299
N 1.00185 3.79452 -4.04206
N 0.62451 4.12530 1.92638
N 1.94390 -3.51484 1.37356
C 1.47270 6.41282 -2.72466
C 3.10186 -11.80875 3.29373
C -1.18140 4.07208 -5.44164
C -2.36901 -0.39210 -2.74763
C 3.71328 -11.76490 1.97084
C 2.09256 -6.05682 0.80328
C 2.03477 6.68513 4.50447
C -1.64085 1.78839 -0.29347
C -0.14107 4.96217 1.74190
C -6.01095 0.74394 1.94222
C 2.76575 -9.15395 -0.28080
C 1.40579 2.44063 -1.45672
C 4.06276 -9.36172 -0.91140
C 0.89440 7.55016 4.78999
C 1.29407 1.45964 -0.25237
C 0.21507 6.72538 -2.05659
C 2.00637 -4.63238 1.11970
C -2.96499 1.25292 0.37596
C 0.04445 3.91600 -4.66547
C -1.10362 6.03456 1.51788
C -7.30358 0.72566 2.62127
C -1.30193 -1.76772 -1.32917
C -0.38674 -0.57778 -1.73456
H 1.27760 6.10648 -3.74449
H -1.82894 2.21753 -1.28353
H 1.81865 -6.64817 1.67297
H 2.12880 2.09476 -2.19710
H -2.66219 0.49712 1.09664
H 4.68935 -8.48152 -0.76897
H -3.59323 0.83285 -0.40322
H 1.41774 -6.30023 -0.01337
H -7.78009 1.70070 2.53865
H -0.67625 6.98573 1.83131
H -3.42435 2.09617 0.87130
H 2.49765 -12.70854 3.39090
H 1.97847 5.60286 -2.20475
H 3.11001 -6.30701 0.50998
H -1.93904 4.56780 -4.83714
H -1.28658 2.61411 0.33540
H -1.35461 6.09035 0.46023
H 0.57415 -0.91977 -2.12286
H 3.93492 -9.53588 -1.97866
H 1.38179 2.00351 0.68848
H 2.91662 7.28864 4.29753
H 3.87617 -11.81422 4.05847
H -1.55182 3.09437 -5.74438
H 0.45162 2.51585 -1.97709
H -1.51330 -1.61536 -0.26994
H -7.16420 0.48581 3.67367
H 1.67947 3.43597 -1.09715
H 1.81694 6.06403 3.63621
H -2.00866 5.84620 2.09327
H 2.46683 -10.93568 3.43299
H -0.98379 4.67067 -6.32903
H 2.07643 0.69538 -0.28688
H 2.11520 7.29292 -2.73088
H 2.23725 6.04164 5.35824
H -7.94795 -0.02485 2.16748
H 4.54916 -10.22621 -0.46230

Properties
LUMO level, eV: 0.574
Frontier orbital gap, Ha: 0.3019
F_max, eV/A: 3.27
Multiplicity: 1
SMILES string: CCP(CC)[C@@H]1OC(=O)O[C@H]1Cl.CC#N.CC#N.CC#N.CC#N.CC#N.CC#N.CC#N.CC#N

Record 4
Below is a molecular structure, C23H36CrF3NO10P2S3Te at a distorted geometry, with properties calculated with the ωB97M-V functional and the def2-TZVPD basis.

Cartesian coordinates (Å):
Te 2.09716 -1.77861 3.14803
Cr 0.97904 -0.20686 1.31026
S 4.49991 -1.17640 5.23596
S 3.02654 0.65492 -0.10102
S -1.33355 -1.64794 2.88029
P -0.02297 1.29133 -1.34823
P -0.10168 -1.62461 -1.44844
F -3.23835 -1.22300 5.09369
F -3.03779 0.46872 6.40274
F -4.30990 0.59669 4.66655
O 4.44986 0.61948 -0.20615
O 0.95704 -2.67956 -1.94713
O 0.08580 1.39194 0.14657
O -1.49896 -2.13023 -1.99580
O -0.24275 -1.46109 0.02211
O 2.52505 1.10935 1.26280
O 2.33499 -0.69116 -0.16801
O -1.62050 0.94296 -1.57415
O 0.11558 2.61816 -2.19891
O 2.42299 1.49301 -1.17572
N -0.18632 0.67897 2.75999
C -3.11980 0.09504 5.09749
C 1.45405 -4.93148 -2.50827
C -3.58599 2.30914 -1.49669
C 0.98863 -4.02827 -1.38781
C -0.34824 4.87702 -2.69308
C -1.73223 -2.35837 -3.40380
C -0.74182 2.70379 3.87361
C -1.97640 0.67714 4.30988
C 4.98533 -0.36014 2.88089
C 4.00740 -0.99271 3.59585
C -0.02426 3.92103 -1.56561
C -1.75831 2.01652 4.53391
C 0.43098 -0.15247 -2.34453
C 6.12989 -0.03653 3.66514
C -1.17562 -0.04053 3.36571
C 1.21937 4.31593 -0.79854
C 1.90142 -4.03598 -0.18465
C -2.26643 -3.76869 -3.54426
C 6.01534 -0.42766 4.96377
C -2.64715 1.42793 -0.69292
C 0.02373 1.97608 2.99480
C -2.70136 -1.30830 -3.90591
C -3.34400 0.23387 -0.07265
H -2.35568 -0.30447 -3.66219
H 1.49277 -0.23624 -2.53675
H -3.80544 -0.38184 -0.84919
H 6.73142 -0.31240 5.76187
H 2.45485 -4.63838 -2.82872
H 0.78458 -4.87394 -3.36764
H 0.49191 4.93077 -3.38731
H 2.88716 -3.65340 -0.45190
H 4.90534 -0.14193 1.82834
H -2.38905 2.53803 5.24419
H 1.04794 5.29082 -0.33519
H 0.84125 2.42129 2.44102
H 1.45438 3.59082 -0.02388
H -3.06531 3.17858 -1.90194
H -4.12393 0.56852 0.61509
H -2.63830 -0.38525 0.48298
H -1.23123 4.54984 -3.24203
H -0.03153 -4.29011 -1.08936
H -0.77927 -2.28047 -3.93827
H -4.40843 2.66092 -0.87073
H -2.44234 -4.00706 -4.59467
H -0.87098 3.86534 -0.87371
H 2.00472 -5.05547 0.19289
H -4.00764 1.74452 -2.33166
H 7.00282 0.46315 3.26675
H -0.53175 5.87595 -2.29432
H 1.49048 -5.96540 -2.16261
H -0.54999 3.75243 4.04298
H 1.51033 -3.41082 0.61546
H -0.13345 -0.04754 -3.27246
H -2.82312 -1.39816 -4.98711
H -2.17881 2.00690 0.10615
H -3.67654 -1.44559 -3.43454
H 2.07599 4.38782 -1.46955
H -1.56041 -4.49199 -3.13743
H -3.20841 -3.86368 -3.00236

Properties
LUMO level (spin up / spin down), eV: 2.245 / 2.245
Frontier orbital gap (spin up / spin down), Ha: 0.2289 / 0.2339
Energy relative to the best compared isomer or geometry (same formula, charge and spin), kJ/mol: 0.0
F_max, eV/A: 1.92
Net charge: -1
Multiplicity: 4

Record 5
Below is 3 unconnected molecules or ions with the total composition C23H36N3O at a distorted geometry, with properties calculated with the ωB97M-V functional and the def2-TZVPD basis.

Cartesian coordinates (Å):
O -1.39718 0.67875 -2.37477
N 0.57876 2.07103 2.97831
N -4.78162 -3.11240 1.76182
N -0.77971 -0.30625 -1.82812
C 4.57922 -2.13905 -1.54419
C -0.35836 -1.36046 0.46244
C -0.09429 4.11966 4.03550
C 2.05490 0.54324 -1.23475
C 1.64773 -0.06650 -2.61539
C 3.16526 -0.25306 -0.47413
C 0.29885 -0.84493 -2.66770
C 0.87863 0.80778 -0.22798
C 4.44062 -0.58336 -1.31755
C -1.58084 0.81084 0.19023
C -0.20233 -0.72200 -4.16039
C -4.57949 -2.21260 0.79450
C -5.91830 -3.00848 2.45639
C 2.66917 1.96217 -1.54937
C -6.64598 -1.11253 1.21942
C 2.18664 3.42370 4.14184
C -0.35252 2.97309 3.30178
C -6.87753 -2.03598 2.22592
C 0.55722 -2.38740 -2.46243
C -0.40443 -0.05013 -0.43139
C 1.20380 4.34598 4.46381
C 1.82363 2.31128 3.40041
C -5.47294 -1.19877 0.48702
H -7.78144 -2.00231 2.81914
H 2.90450 2.52798 -0.63553
H -0.22304 -2.88176 -1.86811
H 4.40970 -0.07261 -2.29467
H 0.52917 -1.30152 -4.75890
H -0.84934 -1.19451 1.43434
H 1.88065 2.50776 -2.10842
H -1.55925 1.85914 -0.13278
H -2.56606 0.33028 0.07342
H 4.28594 -2.42024 -2.57068
H 2.42444 -0.76600 -2.98339
H 5.62724 -2.44932 -1.38886
H 1.54024 -2.49405 -1.96580
H -7.37022 -0.33533 1.00840
H -6.05352 -3.75075 3.23509
H 1.24416 0.58370 0.79111
H -0.88877 4.81660 4.26554
H -0.12725 0.31473 -4.52300
H -1.19885 -1.16022 -4.30378
H 3.92618 -2.65226 -0.82269
H 3.21136 3.56468 4.45812
H 2.55895 1.56382 3.12110
H 0.64796 -2.90877 -3.42942
H -3.64972 -2.31500 0.24528
H 1.61040 0.75138 -3.35561
H -5.25567 -0.49537 -0.30592
H 5.32046 -0.25707 -0.74363
H -0.96496 -2.12240 -0.05597
H -1.35341 2.75188 2.94720
H 0.67799 -1.70683 0.61104
H 1.44665 5.22979 5.04073
H 2.71164 -1.13531 0.01275
H 0.61556 1.87939 -0.23719
H -1.38304 0.81942 1.28206
H 3.49622 0.40792 0.35480
H 3.51623 1.85954 -2.24699

Properties
LUMO level (spin up / spin down), eV: 0.757 / 0.490
Frontier orbital gap (spin up / spin down), Ha: 0.3305 / 0.3598
Energy relative to the best compared isomer or geometry (same formula, charge and spin), kJ/mol: 57.6
F_max, eV/A: 3.24
Multiplicity: 2

Record 6
Below is a molecular structure, C23H37BBeCl5CsI2LiN2O18Si at a distorted geometry, with properties calculated with the ωB97M-V functional and the def2-TZVPD basis.

Cartesian coordinates (Å):
Cs 0.64171 5.65940 -4.46447
I 1.07992 -6.43539 -0.73374
I 3.09881 -7.46256 -2.91557
Cl 0.65724 -0.47998 -2.34487
Cl -1.61749 -3.97122 -1.19490
Cl -4.71365 3.65636 -1.82072
Cl -2.10326 2.28655 -3.55039
Cl -4.69542 1.77421 2.52200
Si 1.61992 -3.23448 -1.27065
O -0.10856 4.10773 1.17998
O -0.66905 -8.33912 -6.79569
O 1.33916 -8.78336 -6.00279
O -1.65335 2.63016 0.44548
O 3.50998 5.66531 3.20545
O 0.62037 1.46730 -0.94748
O 2.90841 7.32781 0.85727
O 2.11108 4.22987 2.19100
O 1.72696 3.15086 0.03166
O 1.62898 5.57051 0.30229
O -4.80938 2.94446 1.68506
O -5.87338 1.64556 3.34685
O -8.00307 -1.40674 0.86174
O -2.14610 -1.89045 -5.11737
O 0.70873 -6.82829 -5.96854
O -3.52606 1.88381 3.35981
O 3.47042 4.21468 8.31362
O -4.56955 0.59583 1.67778
N 1.41147 -3.53492 0.45124
N -6.13349 -2.10592 1.89518
C 4.22534 -0.59533 -3.08864
C 0.65424 2.43105 -0.21945
C 4.15304 5.28273 6.30918
C 2.87743 -4.93815 -4.42657
C 0.39236 -8.00227 -6.28755
C 2.96358 4.71170 7.06417
C -2.24808 -1.47888 -2.09139
C 4.89633 4.18404 8.26800
C -1.11921 -2.39718 -1.73184
C 3.23910 -2.30469 -1.42448
C 1.53040 -4.90672 -2.23375
C 0.17462 -2.10089 -1.77777
C 2.78191 5.36957 2.30299
C -3.07165 4.29024 -1.90425
C -8.05158 -3.62498 1.75156
C -0.53626 3.03769 0.50836
C 2.47154 6.23719 1.08428
C -2.45789 4.03026 -3.26813
C 3.73283 -2.04236 -2.88329
C -7.40348 -2.28489 1.46180
C -5.30025 -3.04802 2.61029
C 5.29073 4.40238 6.81355
C 2.86571 -5.28267 -2.94741
B 1.33564 4.26359 0.93757
Be -0.51475 0.30308 -4.20829
Li -0.27564 3.48618 -3.00382
H 4.02301 5.25968 5.23054
H 5.27603 4.99131 8.90643
H -9.05960 -3.62061 1.34705
H -5.81594 -3.98720 2.78612
H 4.32540 6.32024 6.60984
H -4.39502 -3.24102 2.03004
H 1.69967 -2.67755 0.92271
H -1.48045 4.53872 -3.35038
H -1.98781 -0.44070 -1.89332
H 4.66426 -0.17105 -2.18857
H 0.41582 -3.60446 0.64982
H -3.12711 5.36525 -1.72058
H -5.01054 -2.61353 3.56906
H 2.85985 -2.15476 -3.52812
H 4.03708 -2.72613 -0.80961
H 4.50082 -2.77868 -3.11181
H -3.09799 -1.77461 -1.47713
H 0.68897 -4.88049 -2.92400
H -2.99944 -1.74099 -5.53904
H -3.09624 4.39836 -4.06706
H -8.10855 -3.79715 2.82745
H -2.48692 3.83679 -1.10055
H 3.05225 -1.31217 -0.99530
H 2.51425 3.87405 6.52222
H 2.24128 -5.59260 -5.01259
H 5.28883 3.45028 6.27712
H 2.18879 5.45409 7.25663
H -7.48949 -4.43178 1.27851
H -5.73161 -1.19805 1.68732
H -2.48863 -1.69168 -3.15344
H 6.27733 4.85243 6.70480
H 3.88552 -5.07196 -4.82407
H 4.94819 -0.61073 -3.90715
H 2.58319 -3.90617 -4.62078
H 3.74982 -4.91872 -2.43471
H 5.25215 3.23161 8.66575
H 3.38544 0.00935 -3.42760

Properties
LUMO level, eV: -3.188
Frontier orbital gap, Ha: 0.0606
F_max, eV/A: 2.68
Net charge: -1
Multiplicity: 1